Record 1
Computed, not measured: a 2-piece molecular cluster, C4H12NS2 overall, with ωB97M-V/def2-TZVPD.

Last column: natural (NBO) charge in e.
Positions of all 19 atoms, in Å:
C: -1.864 -2.168 -1.094  -0.598
C: 1.298 2.587 0.151  -0.430
C: -1.722 -1.225 0.113  -0.533
C: 0.878 -0.518 -0.070  -0.357
N: 0.517 1.547 0.758  -0.756
S: 2.586 -0.600 -0.015  0.267
S: -0.137 -1.427 0.951  0.474
H: -2.838 -2.248 -1.465  0.243
H: -1.120 -1.854 -1.797  0.207
H: -1.545 -3.078 -0.773  0.217
H: 2.246 2.270 -0.107  0.204
H: 0.708 2.901 -0.737  0.208
H: 1.424 3.520 0.782  0.217
H: -2.470 -1.352 0.933  0.258
H: -1.777 -0.132 -0.244  0.227
H: 0.510 0.011 -0.888  0.242
H: 0.905 1.401 1.762  0.382
H: -0.414 1.905 0.950  0.389
H: 2.815 -1.540 0.789  0.139

## Properties
E_HOMO in eV: -13.849
2S+1: 1
Relative energy (zero: lowest compared OMol25 entry of this formula, charge and spin) in kcal/mol: 49.1
Charge: +1

***

Record 2
Computed, not measured: a 2-piece molecular cluster, C4H12O overall, with ωB97M-V/def2-TZVPD.

Last column: natural (NBO) charge in e.
Positions of all 17 atoms, in Å:
C: 1.985 1.249 -1.940  -0.655
C: 2.256 0.024 -1.156  -0.084
O: 2.467 0.544 0.152  -0.746
H: 2.235 2.174 -1.317  0.236
H: 0.919 1.353 -2.275  0.211
H: 2.543 1.175 -2.904  0.216
H: 1.317 -0.647 -1.081  0.154
H: 3.102 -0.699 -1.169  0.206
H: 1.658 0.886 0.596  0.463
C: -1.931 -1.245 1.799  -0.589
C: -2.785 -0.343 0.938  -0.612
H: -1.958 -0.971 2.812  0.201
H: -2.203 -2.294 1.632  0.202
H: -0.820 -0.950 1.498  0.187
H: -2.537 0.602 1.447  0.200
H: -2.403 -0.291 -0.128  0.206
H: -3.846 -0.566 1.096  0.205

## Properties
SMILES: CCO.CC
E_HOMO in eV: -10.078
2S+1: 1
Relative energy (zero: lowest compared OMol25 entry of this formula, charge and spin) in kcal/mol: 41.8

***

Record 3
Computed, not measured: a 2-piece molecular cluster, C4H12O overall, with ωB97M-V/def2-TZVPD.

Last column: natural (NBO) charge in e.
Positions of all 17 atoms, in Å:
C: -0.638 -0.001 2.803  -0.619
C: -0.830 -0.617 1.267  -0.392
C: -1.153 0.528 0.310  -0.642
H: -0.973 -0.483 3.743  0.208
H: -1.101 0.971 2.708  0.196
H: 0.396 0.174 2.928  0.194
H: 0.122 -1.070 1.131  0.206
H: -1.699 -1.350 1.213  0.196
H: -1.917 1.230 0.574  0.202
H: -0.306 1.007 -0.272  0.253
H: -1.524 -0.029 -0.644  0.188
C: 1.842 -0.201 -2.253  -0.250
O: 0.632 0.229 -1.800  -0.708
H: 1.902 0.350 -3.197  0.156
H: 2.083 -1.253 -2.485  0.167
H: 2.624 0.284 -1.635  0.182
H: 0.012 0.084 -2.427  0.463

## Properties
SMILES: CCC.CO
E_HOMO in eV: -10.371
2S+1: 1
Relative energy (zero: lowest compared OMol25 entry of this formula, charge and spin) in kcal/mol: 51.0

***

Record 4
Computed, not measured: a 2-piece molecular cluster, C4H12O overall, with ωB97M-V/def2-TZVPD.

Last column: natural (NBO) charge in e.
Positions of all 17 atoms, in Å:
C: 0.256 -1.084 1.742  -0.648
C: 1.462 -1.436 0.886  -0.075
O: 1.442 -0.662 -0.346  -0.752
H: 0.134 -1.798 2.575  0.222
H: -0.601 -1.149 1.054  0.205
H: 0.327 -0.098 2.189  0.215
H: 2.471 -1.139 1.217  0.186
H: 1.490 -2.491 0.486  0.170
H: 0.529 -0.314 -0.423  0.464
C: -0.821 1.042 -1.236  -0.623
C: -2.040 1.943 -0.966  -0.612
H: -1.138 0.086 -1.641  0.211
H: -0.090 1.438 -1.949  0.221
H: -0.250 0.950 -0.320  0.193
H: -2.014 2.410 0.000  0.207
H: -2.942 1.343 -1.080  0.206
H: -2.153 2.725 -1.696  0.209

## Properties
SMILES: CCO.CC
E_HOMO in eV: -9.873
2S+1: 1
Relative energy (zero: lowest compared OMol25 entry of this formula, charge and spin) in kcal/mol: 23.4

***

Record 5
Computed, not measured: a 2-piece molecular cluster, C4H12O overall, with ωB97M-V/def2-TZVPD.

Last column: natural (NBO) charge in e.
Positions of all 17 atoms, in Å:
C: 2.243 -1.162 -0.394  -0.602
C: 0.907 -0.563 0.069  -0.401
C: 0.837 -0.501 1.567  -0.601
H: 2.610 -1.863 0.298  0.201
H: 3.095 -0.345 -0.116  0.189
H: 2.211 -1.502 -1.412  0.215
H: 0.860 0.471 -0.357  0.188
H: -0.002 -1.046 -0.215  0.213
H: 1.824 -0.112 1.905  0.189
H: 0.048 0.133 1.840  0.203
H: 0.874 -1.473 2.114  0.204
C: -2.904 1.327 -1.105  -0.249
O: -1.849 0.826 -0.313  -0.735
H: -3.811 1.416 -0.529  0.169
H: -2.706 2.270 -1.581  0.162
H: -2.861 0.656 -1.965  0.187
H: -1.374 1.468 0.193  0.468

## Properties
SMILES: CCC.CO
E_HOMO in eV: -10.531
2S+1: 1
Relative energy (zero: lowest compared OMol25 entry of this formula, charge and spin) in kcal/mol: 33.2

***

Record 6
Computed, not measured: a 2-piece molecular cluster, C4H12O overall, with ωB97M-V/def2-TZVPD.

Last column: Löwdin spin population.
Positions of all 17 atoms, in Å:
C: -0.932 2.897 0.831  0.001
C: -1.310 2.286 2.166  0.000
H: -0.105 2.427 0.304  0.000
H: -1.828 2.804 0.181  0.000
H: -0.673 3.946 0.671  0.000
H: -2.350 2.004 2.286  0.000
H: -1.014 2.917 3.011  0.000
H: -0.822 1.308 2.310  0.000
C: 0.579 -1.359 -1.275  0.181
C: 1.807 -1.427 -0.387  0.048
O: -0.099 -2.532 -1.546  0.587
H: -0.224 -0.673 -0.864  0.121
H: 0.787 -0.952 -2.269  0.038
H: 2.587 -1.822 -1.044  0.019
H: -0.018 -3.223 -0.833  0.003
H: 1.682 -2.121 0.448  0.003
H: 2.027 -0.481 0.107  -0.001

## Properties
E_HOMO (spin up / spin down) in eV: -14.245 / -14.243
2S+1: 2
Relative energy (zero: lowest compared OMol25 entry of this formula, charge and spin) in kcal/mol: 11.5
Charge: +1

***

Record 7
Computed, not measured: a 2-piece molecular cluster, C4H12O2 overall, with ωB97M-V/def2-TZVPD.

Last column: natural (NBO) charge in e.
Positions of all 18 atoms, in Å:
C: -1.586 0.247 -1.311  -0.605
C: -0.921 0.359 0.024  -0.406
C: -0.272 -0.957 0.509  -0.066
O: 0.125 -0.740 1.868  -0.539
C: 1.108 -1.724 2.266  -0.255
H: -2.357 -0.541 -1.267  0.197
H: -0.914 0.034 -2.160  0.204
H: -2.082 1.215 -1.490  0.210
H: -0.266 1.251 0.067  0.203
H: -1.797 0.553 0.672  0.198
H: -1.044 -1.732 0.341  0.163
H: 0.586 -1.189 -0.151  0.165
H: 0.789 -2.769 2.114  0.169
H: 1.271 -1.560 3.344  0.192
H: 2.064 -1.568 1.738  0.170
O: 1.785 2.643 -2.135  -0.941
H: 1.294 3.299 -1.590  0.471
H: 2.217 3.179 -2.838  0.471

## Properties
SMILES: CCCOC.O
E_HOMO in eV: -9.793
2S+1: 1
Relative energy (zero: lowest compared OMol25 entry of this formula, charge and spin) in kcal/mol: 18.6

***

Record 8
Computed, not measured: a 2-piece molecular cluster, C4H12O2 overall, with ωB97M-V/def2-TZVPD.

Last column: natural (NBO) charge in e.
Positions of all 18 atoms, in Å:
C: 1.034 -0.926 1.587  -0.643
C: 1.974 -1.050 0.384  -0.066
O: 2.635 0.237 0.288  -0.737
H: 1.466 -1.303 2.514  0.208
H: 0.208 -1.623 1.413  0.204
H: 0.674 0.085 1.699  0.226
H: 2.744 -1.819 0.436  0.169
H: 1.467 -1.168 -0.570  0.177
H: 3.368 0.279 0.894  0.463
C: -1.114 0.552 -1.603  -0.633
C: -1.759 1.193 -0.353  -0.064
O: -3.149 1.236 -0.670  -0.730
H: -0.100 0.147 -1.565  0.204
H: -1.166 1.271 -2.410  0.211
H: -1.692 -0.323 -1.911  0.201
H: -1.535 0.556 0.500  0.161
H: -1.452 2.221 -0.216  0.183
H: -3.604 0.433 -0.416  0.467

## Properties
SMILES: CCO.CCO
E_HOMO in eV: -10.175
2S+1: 1
Relative energy (zero: lowest compared OMol25 entry of this formula, charge and spin) in kcal/mol: 22.9

***

Record 9
Computed, not measured: a 2-piece molecular cluster, C4H12O2 overall, with ωB97M-V/def2-TZVPD.

Last column: natural (NBO) charge in e.
Positions of all 18 atoms, in Å:
C: -1.552 1.433 -0.383  -0.623
C: -1.217 -0.052 -0.409  -0.367
C: -1.225 -0.678 0.980  -0.629
H: -2.509 1.625 0.105  0.211
H: -0.781 1.976 0.167  0.207
H: -1.599 1.840 -1.393  0.211
H: -0.118 -0.279 -0.995  0.181
H: -1.947 -0.573 -1.036  0.201
H: -2.168 -0.504 1.502  0.211
H: -0.424 -0.244 1.581  0.215
H: -1.074 -1.757 0.930  0.202
O: 2.268 0.358 0.769  -0.745
C: 2.045 -0.163 -0.518  0.213
O: 2.139 -1.563 -0.535  -0.726
H: 3.116 0.041 1.112  0.469
H: 2.825 0.180 -1.208  0.147
H: 0.823 0.272 -0.651  0.151
H: 1.400 -1.912 -0.019  0.471

## Properties
SMILES: CCC.OCO
E_HOMO in eV: -9.723
2S+1: 1
Relative energy (zero: lowest compared OMol25 entry of this formula, charge and spin) in kcal/mol: 42.7

***

Record 10
Computed, not measured: a 2-piece molecular cluster, C4H12O2 overall, with ωB97M-V/def2-TZVPD.

Last column: natural (NBO) charge in e.
Positions of all 18 atoms, in Å:
C: -2.179 0.240 -2.094  -0.642
C: -0.801 0.407 -2.714  -0.063
O: -0.349 -0.810 -3.352  -0.741
H: -2.475 1.245 -1.831  0.220
H: -2.854 -0.237 -2.796  0.205
H: -2.056 -0.281 -1.149  0.210
H: -0.107 0.466 -1.870  0.176
H: -0.666 1.191 -3.455  0.174
H: -1.020 -1.495 -3.298  0.460
C: 1.799 -0.478 3.232  -0.637
C: 0.902 0.373 2.332  -0.058
O: 1.393 0.457 1.009  -0.720
H: 1.771 -1.533 2.929  0.198
H: 2.838 -0.148 3.091  0.213
H: 1.542 -0.321 4.275  0.214
H: 0.909 1.390 2.717  0.175
H: -0.118 -0.032 2.334  0.152
H: 1.471 -0.437 0.639  0.462

## Properties
SMILES: CCO.CCO
E_HOMO in eV: -10.086
2S+1: 1
Relative energy (zero: lowest compared OMol25 entry of this formula, charge and spin) in kcal/mol: 19.9

***

- relative energy (zero: lowest compared OMol25 entry of this formula, charge and spin) of number 7 (C4H12O2)?
  18.6 kcal/mol